Entry 1:
Computed, not measured: a 2-piece molecular cluster, C5H12S overall in a non-equilibrium geometry, with wB97M-V/def2-TZVPD.

Summary:
LUMO energy   0.033 Eh
Maximum force   1.96 eV/Å
Multiplicity   1
Gap between HOMO and LUMO   9.929 eV
Highest occupied orbital energy   -9.023 eV
SMILES   C=CC.CCS
Relative energy (zero: lowest compared OMol25 entry of this formula, charge and spin)   121.75 kJ/mol

```
18
Properties=species:S:1:pos:R:3:forces:R:3:nbo_charge:R:1
C 0.9935 1.3891 1.9548 0.3572 0.3636 -0.1147 -0.41
C 1.8260 0.5022 1.4244 -0.4971 -0.5680 0.7496 -0.17
C 1.4199 -0.9560 1.4098 1.4034 0.0131 -0.9045 -0.66
H 1.1928 2.4537 1.9735 0.0663 -0.0328 -0.0505 0.20
H 0.0594 1.0677 2.4008 -0.0008 -0.0325 0.0199 0.19
H 2.7752 0.7602 0.9736 -0.0234 0.2397 -0.0361 0.20
H 2.2533 -1.6583 1.2824 0.2228 0.3785 0.1522 0.21
H 0.9307 -1.2817 2.3186 -0.7221 0.1398 -0.2064 0.22
H 0.9020 -1.0479 0.4540 -0.6459 -0.5538 0.5739 0.22
C -0.9616 0.3704 -2.4343 -0.9616 -0.5138 -0.3274 -0.61
C -1.2127 -0.3457 -1.0840 0.9638 1.4948 -0.8286 -0.54
S -2.6256 -1.4295 -1.1034 -0.4188 -0.2642 -0.0578 -0.03
H -1.4862 1.3241 -2.5084 0.2590 0.1454 0.2984 0.21
H -1.4049 -0.1889 -3.2655 0.3956 -0.2385 0.0389 0.21
H 0.1060 0.4794 -2.5935 0.0441 0.2368 -0.1317 0.21
H -0.2907 -0.8701 -0.8732 -0.1983 -0.4068 0.2351 0.20
H -1.2945 0.4753 -0.3740 -0.2236 -0.4220 0.4543 0.23
H -3.1826 -1.0440 0.0445 -0.0205 0.0207 0.1356 0.12
```
Positions in Å, forces in eV/Å.



Entry 2:
Computed, not measured: a 2-piece molecular cluster, C5H12S overall in a non-equilibrium geometry, with wB97M-V/def2-TZVPD.

Summary:
LUMO energy   0.033 Eh
Maximum force   2.37 eV/Å
Multiplicity   1
Gap between HOMO and LUMO   9.973 eV
Highest occupied orbital energy   -9.083 eV
SMILES   C=CC.CCS
Relative energy (zero: lowest compared OMol25 entry of this formula, charge and spin)   154.47 kJ/mol

```
18
Properties=species:S:1:pos:R:3:forces:R:3:nbo_charge:R:1
C -2.9863 -1.2745 -1.5372 -0.0035 0.1303 -0.2984 -0.40
C -1.7884 -0.7077 -1.4219 -0.2592 -0.2207 1.8852 -0.19
C -1.3450 0.6520 -1.8240 1.1911 0.5149 -1.9850 -0.68
H -3.2016 -2.1730 -0.9409 -0.0377 0.4007 -0.5951 0.20
H -3.7600 -0.8422 -2.1812 0.1289 -0.2949 0.2693 0.19
H -1.1790 -1.1625 -0.6257 0.2156 0.0009 -0.6979 0.20
H -2.1260 1.4170 -1.8315 0.2287 -0.0699 0.5004 0.22
H -0.8847 0.7546 -2.8293 -0.8633 -0.7302 -0.3198 0.22
H -0.3927 0.9400 -1.3758 -0.5755 0.2612 1.2581 0.22
C 2.1664 1.0854 1.9626 1.7807 0.5164 0.1175 -0.63
C 1.6643 -0.3423 1.9430 -1.8291 0.3296 -0.3201 -0.51
S 2.0254 -1.2573 0.3829 0.0265 -0.0991 0.3183 -0.06
H 3.1923 1.1151 2.3675 -0.4172 -0.0104 0.4362 0.21
H 2.3963 1.5359 0.9966 -0.7111 -0.2891 -0.3971 0.21
H 1.5394 1.8002 2.4969 -0.0146 -0.2955 0.1520 0.22
H 0.5716 -0.3296 2.1751 0.5085 -0.0330 -0.8412 0.21
H 1.9975 -0.9477 2.7766 0.8057 -0.1103 -0.0792 0.22
H 2.1104 -0.2634 -0.5336 -0.1746 -0.0009 0.5967 0.12
```
Positions in Å, forces in eV/Å.



Entry 3:
Computed, not measured: a 2-piece molecular cluster, C5H12S overall, with wB97M-V/def2-TZVPD.

Summary:
LUMO energy   0.036 Eh
Maximum force   0.46 eV/Å
Multiplicity   1
Gap between HOMO and LUMO   10.025 eV
Highest occupied orbital energy   -9.037 eV
SMILES   C=CC.CCS
Relative energy (zero: lowest compared OMol25 entry of this formula, charge and spin)   89.08 kJ/mol

```
18
Properties=species:S:1:pos:R:3:forces:R:3:nbo_charge:R:1
C -2.7062 -0.2155 1.3124 -0.0040 -0.0102 -0.0563 -0.40
C -2.4523 0.5543 2.3603 -0.1251 -0.0264 -0.0315 -0.17
C -1.0826 0.9600 2.8364 -0.0582 -0.1234 -0.0449 -0.66
H -3.7167 -0.4794 1.0258 0.0039 0.0513 0.0683 0.20
H -1.9168 -0.6195 0.6905 0.1104 -0.0030 -0.0074 0.18
H -3.3025 0.9240 2.9303 0.1091 -0.0265 0.0169 0.19
H -0.4631 1.3332 2.0245 -0.0215 0.1300 -0.1424 0.22
H -1.1573 1.7339 3.5961 0.1106 0.0206 0.0389 0.22
H -0.5356 0.1128 3.2541 -0.1080 -0.0139 0.1465 0.22
C 1.5124 -1.0874 -2.7418 -0.3139 -0.2405 -0.2281 -0.62
C 2.5930 -0.1345 -2.2626 0.0786 0.0882 -0.4145 -0.52
S 2.3087 0.5346 -0.6024 0.0077 0.0075 0.1633 -0.04
H 0.6600 -0.5672 -3.1876 0.1240 0.1235 0.1063 0.21
H 1.1135 -1.6939 -1.9322 0.1126 -0.0924 0.1443 0.21
H 1.8896 -1.7777 -3.5013 0.0610 0.1298 0.0263 0.22
H 3.5599 -0.6286 -2.2483 0.0739 -0.1607 0.2525 0.22
H 2.7146 0.6879 -2.9660 -0.1340 0.0835 0.0066 0.21
H 0.9814 0.3628 -0.5883 -0.0272 0.0626 -0.0446 0.12
```
Positions in Å, forces in eV/Å.